#i
16
Properties=species:S:1:pos:R:3 method="wB97M-V/def2-TZVPD" total_charge=-1 gap_ha=0.2590 spin_multiplicity=1
C 1.858 -0.030 0.791
C 0.737 0.146 -0.228
C -0.569 -0.619 -0.044
O -1.444 -0.338 -1.090
N 3.191 0.397 -0.035
H 1.854 -1.041 1.243
H 2.888 -0.594 -0.007
H 1.136 -0.031 -1.232
H 0.466 1.212 -0.321
H -0.300 -1.692 -0.016
H -1.111 -0.381 0.880
H 1.696 0.694 1.590
H 3.723 0.772 0.762
H -4.236 0.341 0.144
H -2.297 0.027 -0.603
O -3.320 0.383 0.452


#ii
16
Properties=species:S:1:pos:R:3 method="wB97M-V/def2-TZVPD" total_charge=-1 gap_ha=0.2673 spin_multiplicity=1
C 0.239 -1.433 1.189
N -0.394 -0.252 0.637
C -0.317 -0.243 -0.916
O 0.690 0.368 -1.527
C -0.162 -1.590 2.677
H -0.175 -2.300 0.701
H 1.349 -1.367 1.105
H -0.004 0.637 0.942
H -1.298 0.168 -1.196
H -0.185 -1.395 -1.120
H -1.225 -1.383 2.948
H 0.204 -0.815 3.403
H 0.133 -2.567 3.066
H -0.888 2.622 -2.015
H 0.346 1.867 -1.683
O 0.053 2.825 -1.972


What are the relative energies? In hartree: #i 0.0746; #ii 0.0000.


#i
16
Properties=species:S:1:pos:R:3 method="wB97M-V/def2-TZVPD" total_charge=-1 gap_ha=0.2830 spin_multiplicity=1
C -0.050 -0.845 0.103
N -1.237 0.010 0.265
C -0.870 1.441 0.723
O -0.057 1.956 -0.165
C -0.441 -2.366 -0.097
H 0.626 -0.763 0.923
H 0.582 -0.647 -0.787
H -1.455 0.307 -0.638
H -1.817 2.087 0.836
H -0.379 1.248 1.756
H -1.235 -2.499 0.667
H -0.877 -2.472 -1.116
H 0.474 -2.894 -0.096
H 2.789 1.454 -1.296
H 1.417 1.927 -0.453
O 2.530 2.054 -0.624


#ii
16
Properties=species:S:1:pos:R:3 method="wB97M-V/def2-TZVPD" total_charge=-1 gap_ha=0.2532 spin_multiplicity=1
C -0.119 1.351 0.966
N -0.297 0.023 0.448
C 0.630 -0.305 -0.652
C -0.255 -0.500 -1.888
O -1.443 0.269 -1.936
H -1.017 1.975 0.897
H 0.684 1.981 0.446
H 0.300 1.374 1.991
H -1.735 0.343 -1.011
H 1.044 -1.316 -0.443
H 1.479 0.389 -0.798
H -0.642 -1.552 -1.921
H 0.195 -0.304 -2.855
H 0.731 -1.938 2.446
H 0.086 -0.714 1.644
O 0.358 -1.074 2.666


#iii
16
Properties=species:S:1:pos:R:3 method="wB97M-V/def2-TZVPD" total_charge=-1 gap_ha=0.2900 spin_multiplicity=1
C 0.040 -0.678 -0.678
O -1.185 -0.235 -0.282
C 1.129 0.027 0.233
C 1.087 -0.572 1.606
N 0.870 1.468 0.094
H 0.128 -1.771 -0.577
H 0.307 -0.400 -1.717
H 2.083 -0.129 -0.286
H 0.090 -0.678 2.026
H 1.798 -0.103 2.293
H 1.539 -1.559 1.531
H -0.143 1.556 0.202
H 1.086 1.776 -0.844
H -2.284 -0.102 -0.997
H -3.349 1.123 -1.087
O -3.195 0.279 -1.518


What are the relative energies? In hartree: #i 0.0254; #ii 0.0420; #iii 0.0000.


#i
16
Properties=species:S:1:pos:R:3 method="wB97M-V/def2-TZVPD" total_charge=-1 gap_ha=0.2701 spin_multiplicity=1
C -1.654 -0.171 -0.140
C -0.683 0.704 0.766
C 0.400 1.380 -0.139
O 1.395 0.588 -0.573
N -1.519 -1.607 0.082
H -2.689 0.176 -0.145
H -1.386 0.072 -1.243
H -0.441 0.058 1.641
H -1.363 1.544 0.980
H 0.002 2.084 -0.946
H 0.629 2.122 0.642
H -1.177 -2.230 -0.636
H -0.862 -1.757 0.833
H 3.554 -1.125 0.212
H 2.518 -0.583 -0.628
O 3.276 -1.255 -0.705


#ii
16
Properties=species:S:1:pos:R:3 method="wB97M-V/def2-TZVPD" total_charge=-1 gap_ha=0.2824 spin_multiplicity=1
C 0.239 -0.619 -0.571
O 1.169 0.403 -0.579
C -0.999 -0.223 0.265
C -1.904 0.708 -0.523
N -0.701 0.471 1.559
H -0.186 -0.805 -1.576
H 0.705 -1.543 -0.174
H -1.487 -1.158 0.582
H -1.262 1.544 -0.811
H -2.684 1.054 0.158
H -2.381 0.181 -1.340
H -0.212 1.289 1.210
H -0.025 -0.083 2.074
H 2.565 -0.194 -0.540
H 3.639 -0.509 0.606
O 3.524 -0.515 -0.339


What are the relative energies? In hartree: #i 0.0469; #ii 0.0000.


#i
29
Properties=species:S:1:pos:R:3 method="wB97M-V/def2-TZVPD" total_charge=0 gap_ha=0.3479 spin_multiplicity=1
C -0.037 1.393 0.120
C 0.531 0.025 0.390
C -1.319 1.332 -0.918
C -0.975 0.451 -2.177
C -1.716 2.815 -1.201
C 0.438 -2.043 1.646
C 2.026 -2.131 1.780
C -0.187 -2.985 0.534
H 1.913 1.825 -0.667
H 0.705 2.941 -1.076
H -0.386 1.838 1.052
H -2.116 0.893 -0.311
H -0.051 0.766 -2.715
H -1.843 0.474 -2.917
H -0.847 -0.632 -1.975
H -0.972 3.370 -1.885
H -1.805 3.307 -0.248
H -2.717 2.854 -1.709
H -0.744 -0.239 2.058
H 0.048 -2.384 2.563
H -1.301 -2.984 0.747
H 0.281 -3.942 0.607
H 0.166 -2.666 -0.565
H 3.508 -1.144 2.417
N 1.028 2.218 -0.456
N -0.010 -0.627 1.479
O 1.279 -0.578 -0.410
O 2.569 -3.175 1.599
O 2.534 -0.972 2.238


#ii
29
Properties=species:S:1:pos:R:3 method="wB97M-V/def2-TZVPD" total_charge=0 gap_ha=0.3753 spin_multiplicity=1
C 1.059 -1.018 0.487
C -0.215 -0.346 0.006
C 2.189 0.015 0.565
C 3.530 -0.554 0.705
C 2.190 0.881 -0.735
C 3.033 2.122 -0.626
C -2.095 0.980 0.728
C -3.275 0.247 0.012
H 1.438 -1.916 -1.204
H 0.675 -2.803 -0.182
H 0.751 -1.364 1.471
H 1.979 0.595 1.504
H 4.365 0.164 0.852
H 3.551 -1.292 1.550
H 3.850 -1.166 -0.095
H 1.167 1.216 -0.952
H 2.526 0.261 -1.523
H 4.081 1.981 -0.236
H 2.562 2.791 0.139
H 3.235 2.772 -1.522
H -0.595 0.279 1.935
H -2.623 1.372 1.665
H -1.890 1.748 -0.018
H -2.168 -0.654 -1.299
N 1.437 -2.200 -0.241
N -0.978 0.208 0.982
O -0.558 -0.318 -1.183
O -4.403 0.548 0.347
O -3.115 -0.730 -0.928


What are the relative energies? In hartree: #i 0.0051; #ii 0.0000.


#i
17
Properties=species:S:1:pos:R:3 method="wB97M-V/def2-TZVPD" total_charge=-1 gap_ha=0.3155 spin_multiplicity=1
O -1.480 0.183 -2.568
H -1.285 0.748 -3.341
O -1.394 2.982 -0.335
H -1.338 2.129 -0.698
H -2.320 3.170 -0.495
O 0.480 -0.858 -1.238
H 1.032 -1.271 -1.904
H -0.720 -0.334 -2.042
O 0.558 -0.696 1.489
H -0.260 -0.766 1.955
H 0.211 -0.740 0.538
O 2.194 -3.292 0.131
H 1.381 -3.135 -0.482
H 2.747 -2.478 -0.137
O -0.171 1.394 3.273
H 0.470 2.026 3.398
H -0.105 0.937 2.456


#ii
17
Properties=species:S:1:pos:R:3 method="wB97M-V/def2-TZVPD" total_charge=-1 gap_ha=0.3440 spin_multiplicity=1
O 0.154 0.259 -0.729
H 0.346 0.387 -1.662
O -1.829 -1.012 0.133
H -1.749 -1.962 0.084
H -0.935 -0.591 -0.180
O 2.231 -1.183 -1.761
H 2.230 -0.376 -2.295
H 1.315 -0.921 -1.383
O -0.283 2.629 0.359
H 0.061 3.209 -0.330
H -0.256 1.781 -0.183
O 2.224 -2.641 1.185
H 1.799 -1.808 1.422
H 1.840 -2.770 0.312
O -2.614 1.676 2.062
H -2.261 0.957 1.499
H -2.273 2.368 1.466


What are the relative energies? In hartree: #i 0.0276; #ii 0.0000.


#i
19
Properties=species:S:1:pos:R:3 method="wB97M-V/def2-TZVPD" total_charge=0 gap_ha=0.3122 spin_multiplicity=1
C -0.987 -0.931 -2.186
C -1.138 -0.556 -0.745
C -0.178 -1.455 0.042
C -0.129 -0.906 1.503
C 0.786 0.377 1.595
C 0.957 1.197 0.434
N 0.882 3.362 -0.515
N 0.932 2.320 0.102
S -0.015 -2.059 -2.914
H -0.861 0.463 -0.883
H -2.234 -0.617 -0.472
H -0.328 -2.534 0.035
H 0.811 -1.221 -0.590
H -1.027 -0.447 1.887
H 0.249 -1.751 2.000
H 0.455 0.990 2.529
H 1.744 0.080 1.802
H -1.606 -0.128 -2.779
H 1.689 3.814 -0.846


#ii
19
Properties=species:S:1:pos:R:3 method="wB97M-V/def2-TZVPD" total_charge=0 gap_ha="0.2618 / 0.2618" spin_multiplicity=1
C 0.045 -0.308 -0.140
C 0.842 -1.458 -0.193
C 0.504 0.273 2.206
C -0.816 2.628 1.122
C -0.740 0.197 -1.299
C 0.685 -2.135 -1.523
N -0.106 0.421 1.043
N -1.104 1.396 0.981
S 2.106 -1.898 0.792
H 1.138 -0.456 2.515
H 0.142 0.974 2.964
H 0.184 3.050 1.271
H -1.603 3.258 1.028
H -0.225 0.385 -2.191
H -1.364 1.164 -1.273
H -1.429 -0.619 -1.464
H -0.299 -2.505 -1.646
H 1.403 -2.995 -1.867
H 0.635 -1.373 -2.326


What are the relative energies? In hartree: #i 0.0230; #ii 0.0000.


#i
26
Properties=species:S:1:pos:R:3 method="wB97M-V/def2-TZVPD" total_charge=0 gap_ha="0.2061 / 0.3158" spin_multiplicity=3
C 0.816 -0.982 0.551
C 1.107 -2.249 1.202
C 2.946 0.139 1.398
C -1.126 1.999 0.136
C -1.144 0.582 -2.586
C -3.157 -0.296 -0.143
C 1.812 0.110 0.369
N -0.287 -0.955 -0.034
Si -1.409 0.287 -0.681
H 1.599 -2.134 2.118
H 1.698 -2.866 0.535
H 0.271 -2.824 1.328
H 3.786 -0.538 1.208
H 2.550 -0.058 2.369
H 3.392 1.072 1.258
H -0.353 2.453 -0.424
H -1.924 2.680 0.097
H -0.603 1.842 1.112
H -0.424 1.469 -2.841
H -0.665 -0.416 -2.939
H -1.980 0.808 -3.277
H -3.771 0.383 -0.772
H -3.277 -1.331 -0.583
H -3.320 -0.133 0.952
H 1.278 1.025 0.337
H 2.185 -0.068 -0.687


#ii
26
Properties=species:S:1:pos:R:3 method="wB97M-V/def2-TZVPD" total_charge=0 gap_ha="0.2296 / 0.2486" spin_multiplicity=3
C -1.601 2.679 -0.294
C -0.842 1.804 0.325
C -2.666 -1.059 0.705
C 2.242 -1.380 -0.689
C 2.094 0.284 1.227
C -1.116 -1.167 0.536
C 1.740 0.001 -0.228
N -0.561 0.369 -2.072
Si -0.189 0.192 -0.361
H -1.722 3.662 0.044
H -2.215 2.370 -1.132
H -0.328 2.064 1.266
H -3.332 -0.794 -0.159
H -3.079 -1.995 1.019
H -2.840 -0.250 1.418
H 2.266 -2.075 0.149
H 1.696 -1.766 -1.621
H 3.274 -1.535 -0.999
H 1.277 -0.215 1.805
H 2.313 1.379 1.378
H 3.136 -0.054 1.408
H -0.892 -2.186 0.274
H -0.633 -1.269 1.532
H 1.844 0.760 -1.044
H 0.069 0.711 -2.837
H -1.347 -0.116 -2.306


What are the relative energies? In hartree: #i 0.0000; #ii 0.0584.


#i
21
Properties=species:S:1:pos:R:3 method="wB97M-V/def2-TZVPD" total_charge=-1 gap_ha="0.1055 / 0.3465" spin_multiplicity=2
N 0.394 1.694 -0.244
C 0.583 0.268 -0.653
C -0.317 -0.862 -0.097
C -1.815 -0.640 -0.300
C -2.411 0.344 0.753
C 2.051 -0.160 -0.564
N 2.530 -0.243 0.818
H -0.458 1.841 -0.804
H 0.402 0.279 -1.752
H 0.468 0.975 0.582
H -0.121 -1.063 0.962
H 0.070 -1.812 -0.495
H -1.984 -0.235 -1.297
H -2.301 -1.576 -0.021
H -3.164 1.002 0.306
H -1.630 0.937 1.220
H -2.888 -0.222 1.560
H 2.673 0.517 -1.156
H 2.063 -1.154 -1.023
H 3.495 -0.505 0.876
H 2.361 0.616 1.329


#ii
21
Properties=species:S:1:pos:R:3 method="wB97M-V/def2-TZVPD" total_charge=-1 gap_ha="0.0920 / 0.3339" spin_multiplicity=2
C 0.892 -0.986 -1.117
N 2.059 -1.198 -0.090
C 2.479 -0.087 0.837
C -0.606 -0.865 -0.816
C -0.674 0.650 -0.624
C -1.969 1.058 0.087
N -1.703 0.896 1.507
H 1.034 -1.720 -1.852
H 1.159 0.029 -1.592
H 1.866 -2.066 0.472
H 2.106 0.813 0.236
H 3.471 -0.092 1.209
H 1.806 -0.163 1.703
H -1.025 -1.553 -0.047
H -1.155 -1.196 -1.618
H -0.732 1.110 -1.581
H 0.162 1.077 -0.015
H -1.994 2.236 -0.120
H -3.052 0.884 -0.343
H -2.505 1.242 2.059
H -1.619 -0.069 1.703


What are the relative energies? In hartree: #i 0.0028; #ii 0.0000.